1.
43
Properties=species:S:1:pos:R:3:forces:R:3:mulliken_charge:R:1 method="wB97M-V/def2-TZVPD" relative_energy_kj_mol=265.72 charge=+3 homo_lumo_gap_ev="3.3975 / 3.4645" max_force_ev_per_a=7.42
Pb -0.838 -0.840 1.990 -0.85 -0.77 -1.43 0.71
P 1.526 -1.699 0.755 0.79 -1.88 -1.16 0.72
C 2.327 -1.122 -0.761 -1.93 1.10 -0.58 -1.37
C 1.419 -0.233 -1.615 1.35 0.13 -1.22 0.36
N 0.174 0.019 -1.309 -1.69 -0.46 1.92 0.06
C -0.657 0.782 -2.039 0.63 -0.99 0.60 0.24
C -0.176 1.322 -3.202 -1.21 1.17 -0.91 -0.66
C 1.126 1.177 -3.600 1.90 -2.13 2.33 -0.80
C 1.957 0.347 -2.764 -3.22 1.38 -0.50 -0.69
C -2.101 0.872 -1.586 1.16 -0.76 -0.60 -0.68
P -2.281 0.988 0.233 -2.67 0.99 -1.47 0.37
H 2.948 0.179 -2.942 2.48 -0.26 -0.85 0.64
H -0.872 1.886 -3.812 0.08 0.11 -0.09 0.49
H 1.557 1.639 -4.453 0.04 0.32 -0.68 0.51
H -2.572 1.742 -2.073 -0.16 -0.40 0.40 0.55
H -2.598 -0.059 -1.891 -0.16 0.29 -0.12 0.38
H 3.174 -0.594 -0.448 1.38 1.12 0.28 0.72
H 2.698 -1.980 -1.312 -0.12 -0.32 -0.09 0.60
H 4.041 2.868 2.859 -0.09 0.48 0.32 0.32
O 3.554 3.535 2.347 1.36 -1.61 -2.92 -0.65
H 3.984 3.340 1.415 -1.31 1.04 2.60 0.33
H 0.675 0.450 3.439 -4.73 2.04 1.11 0.50
O -0.603 0.966 3.417 7.23 -1.14 -1.27 -0.69
H -0.131 1.651 2.840 -1.44 0.19 0.96 0.41
C -2.114 2.786 0.435 0.74 -0.01 1.10 -1.15
H -2.446 3.313 -0.471 -0.02 -0.33 0.19 0.41
H -2.699 3.110 1.306 0.20 0.05 -0.20 0.43
H -1.054 3.006 0.603 -0.16 0.37 -0.05 0.40
C -4.139 0.724 0.408 0.43 -0.59 0.62 -1.04
H -4.404 0.931 1.472 -0.03 -0.18 -0.79 0.41
H -4.724 1.402 -0.264 0.73 -0.40 0.48 0.41
H -4.365 -0.347 0.173 0.02 0.98 0.20 0.35
C 1.053 -3.379 0.119 -1.13 0.40 0.48 -1.22
H 1.951 -4.023 0.234 -0.74 0.31 -0.09 0.46
H 0.208 -3.745 0.745 0.58 -0.39 -0.63 0.38
H 0.754 -3.288 -0.948 0.06 -0.21 0.78 0.33
C 2.969 -2.143 1.731 -0.08 0.63 0.69 -1.21
H 2.664 -2.425 2.740 0.34 -0.11 0.05 0.41
H 3.450 -2.984 1.227 0.10 0.14 0.15 0.46
H 3.630 -1.272 1.750 0.10 -0.24 0.29 0.43
S -2.411 -2.381 -0.148 0.15 -0.12 0.44 0.11
C -3.093 -3.035 1.200 -1.04 -0.82 1.52 0.42
N -3.559 -3.484 2.200 0.92 0.85 -1.87 -0.19

2.
43
Properties=species:S:1:pos:R:3:forces:R:3:lowdin_spin:R:1 method="wB97M-V/def2-TZVPD" relative_energy_kj_mol=0.00 charge=+2 homo_lumo_gap_ev="8.7717 / 9.0382" spin_multiplicity=5 max_force_ev_per_a=2.05
Pm 0.267 1.012 0.852 0.48 0.12 1.05 4.06
P 2.402 -0.771 1.274 0.60 -1.14 -0.60 -0.01
C 2.348 -0.817 -0.610 0.26 0.54 -0.21 0.00
C 1.083 -1.378 -1.242 -0.01 0.27 -0.11 0.00
N -0.077 -0.829 -0.803 -0.22 -0.30 0.19 -0.01
C -1.257 -1.238 -1.325 0.32 0.11 -0.12 0.00
C -1.284 -2.171 -2.353 -0.09 0.11 -0.03 0.00
C -0.101 -2.712 -2.841 0.02 0.11 0.12 0.00
C 1.105 -2.316 -2.271 0.19 0.22 0.48 0.00
C -2.548 -0.653 -0.791 0.05 -0.18 0.01 0.00
P -2.421 1.007 0.026 -1.57 -0.33 -0.93 -0.01
H 2.065 -2.703 -2.604 -0.27 0.01 -0.02 0.00
H -2.246 -2.433 -2.776 0.10 -0.14 -0.03 0.00
H -0.114 -3.421 -3.664 -0.02 0.09 0.16 0.00
H -3.259 -0.566 -1.625 0.04 -0.12 0.30 0.00
H -2.985 -1.340 -0.045 0.15 0.14 -0.30 0.00
H 2.477 0.274 -0.943 0.14 -1.58 0.19 0.00
H 3.223 -1.416 -0.901 -0.21 0.43 -0.27 0.00
H 0.881 3.303 -0.602 0.91 -1.15 -0.36 0.00
O 1.425 2.411 -0.656 -0.05 1.12 -0.34 -0.01
H 2.124 2.494 -1.329 -0.29 0.02 0.35 0.00
H -0.314 3.834 0.908 -0.18 1.01 -0.94 0.00
O -0.310 4.009 -0.068 -0.46 -0.12 1.48 0.00
H -0.627 4.918 -0.189 0.06 -0.05 0.05 0.00
C -2.871 2.107 -1.367 0.25 0.33 -0.09 0.00
H -3.898 1.903 -1.702 0.31 -0.01 0.13 0.00
H -2.802 3.156 -1.046 -0.07 -0.31 -0.16 0.00
H -2.181 1.953 -2.207 -0.16 0.10 0.17 0.00
C -3.942 1.025 1.028 0.10 0.11 0.50 0.00
H -3.886 1.875 1.722 -0.17 -0.24 -0.14 0.00
H -4.843 1.123 0.406 0.33 -0.09 0.11 0.00
H -3.995 0.101 1.618 -0.04 0.29 -0.06 0.00
C 2.209 -2.516 1.763 -0.32 0.01 0.29 0.00
H 3.144 -3.078 1.619 -0.36 0.20 -0.02 0.00
H 1.953 -2.498 2.834 0.09 -0.26 -0.30 0.00
H 1.388 -2.989 1.210 0.17 0.06 0.20 0.00
C 4.180 -0.522 1.585 0.05 0.51 0.21 0.00
H 4.277 -0.260 2.647 0.17 -0.06 -0.25 0.00
H 4.758 -1.435 1.384 -0.27 0.27 -0.03 0.00
H 4.568 0.309 0.983 -0.03 -0.17 0.21 0.00
O 0.108 -0.302 4.987 -0.14 1.25 -1.62 -0.01
C 0.026 0.411 4.047 0.10 -0.73 1.09 0.00
N -0.051 1.137 3.068 0.03 -0.44 -0.34 -0.01

3.
43
Properties=species:S:1:pos:R:3:forces:R:3:lowdin_spin:R:1 method="wB97M-V/def2-TZVPD" charge=+3 homo_lumo_gap_ev="6.0430 / 4.6095" spin_multiplicity=4 max_force_ev_per_a=6.40
Re 0.043 -0.051 -0.086 -0.27 0.11 0.51 1.18
P -2.122 0.146 -0.509 -4.64 0.44 -1.35 0.09
C -2.021 0.451 -2.377 0.37 5.73 2.84 0.09
C -0.825 1.301 -2.698 -2.10 -1.41 0.06 0.12
N 0.263 1.148 -1.942 0.31 -1.95 2.59 0.01
C 1.489 1.490 -2.347 0.41 -0.71 1.24 0.15
C 1.618 2.209 -3.528 0.30 0.60 -1.19 0.18
C 0.503 2.483 -4.304 0.35 0.41 -0.08 -0.01
C -0.739 2.032 -3.890 0.14 0.33 -0.79 0.21
C 2.653 1.013 -1.532 -0.01 -0.27 0.07 0.03
P 2.189 -0.436 -0.411 5.14 -0.04 -1.47 0.09
H -1.625 2.163 -4.491 -0.11 0.12 -0.13 0.01
H 2.620 2.503 -3.804 -0.01 0.18 -0.32 0.01
H 0.614 3.042 -5.221 -0.04 0.03 -0.13 0.00
H 3.485 0.680 -2.170 -0.12 0.53 -0.03 0.00
H 3.017 1.816 -0.870 -0.01 0.01 -0.22 0.01
H -1.908 -0.455 -2.880 0.62 -3.29 -1.50 0.04
H -2.947 0.914 -2.698 -0.24 0.09 -0.46 0.01
H -1.144 -2.301 -2.550 -0.67 -0.95 0.22 0.00
O -1.464 -1.867 -3.370 -0.40 1.61 -2.42 0.15
H -2.235 -2.115 -3.911 0.45 -0.77 0.67 0.00
H -0.236 -1.966 -0.490 -0.51 -3.54 -2.64 0.04
O -0.573 -2.806 -1.371 0.45 2.36 3.07 0.24
H 0.040 -3.512 -1.641 0.66 0.23 0.81 0.00
C 2.782 -1.850 -1.420 -0.66 0.11 0.13 0.00
H 3.805 -1.655 -1.768 -0.26 -0.14 0.16 0.00
H 2.744 -2.743 -0.782 0.15 0.11 -0.25 0.00
H 2.103 -1.986 -2.275 0.32 -0.06 0.09 0.00
C 3.404 -0.370 0.950 -0.41 0.21 0.13 0.04
H 3.286 -1.295 1.531 0.17 0.23 -0.08 0.00
H 4.422 -0.291 0.546 -0.26 -0.09 0.10 0.01
H 3.180 0.494 1.590 0.19 -0.24 -0.08 0.00
C -2.963 1.529 0.333 0.31 0.42 -0.38 0.03
H -3.968 1.692 -0.070 0.12 -0.10 0.09 0.00
H -3.024 1.271 1.401 -0.02 0.01 -0.29 0.00
H -2.377 2.448 0.225 -0.16 -0.06 0.11 0.00
C -3.358 -1.175 -0.370 0.57 -0.28 -0.03 0.01
H -3.599 -1.288 0.691 -0.07 -0.07 -0.11 0.00
H -4.267 -0.926 -0.929 0.16 0.03 0.10 0.00
H -2.924 -2.109 -0.741 -0.28 0.02 0.09 0.00
O 0.035 0.165 4.124 -0.14 -0.15 -4.21 0.10
C 0.015 0.129 2.942 0.25 0.40 5.37 0.07
N 0.009 0.077 1.725 -0.06 -0.18 -0.28 0.11

4.
43
Properties=species:S:1:pos:R:3:forces:R:3:mulliken_charge:R:1 method="wB97M-V/def2-TZVPD" relative_energy_kj_mol=0.00 charge=+1 homo_lumo_gap_ev=6.4082 max_force_ev_per_a=2.77
Zn -0.191 -0.230 -0.484 0.01 2.74 0.42 0.10
P -1.976 1.011 -1.352 0.14 1.36 0.21 0.64
C -1.640 2.546 -0.557 0.79 -0.05 0.35 -1.52
C -0.775 2.528 0.562 -0.79 -0.76 -0.94 0.98
N -0.154 1.326 0.900 -0.07 -0.37 0.29 0.46
C 0.343 1.143 2.133 0.41 1.40 0.78 0.66
C 0.484 2.213 3.013 0.41 -1.57 0.21 -0.81
C 0.056 3.483 2.627 -0.52 0.58 -0.94 -0.36
C -0.576 3.649 1.411 0.40 0.27 0.74 -0.99
C 0.769 -0.245 2.595 -0.11 0.01 -0.14 -1.28
P 0.944 -1.473 1.233 0.64 0.25 1.07 0.66
H -0.983 4.607 1.088 0.15 -0.23 0.19 0.39
H 0.941 2.018 3.983 -0.19 0.21 -0.17 0.42
H 0.200 4.328 3.299 -0.07 -0.13 -0.17 0.42
H 1.728 -0.175 3.129 -0.28 -0.10 -0.08 0.54
H 0.031 -0.661 3.300 0.14 0.26 -0.20 0.42
H 2.322 -0.268 -1.924 0.32 -0.32 -0.40 0.27
H -2.105 3.494 -0.839 0.08 -0.39 0.05 0.35
H 4.345 -2.811 -4.440 0.22 -0.04 -0.43 0.31
O 1.718 0.366 -1.541 -0.31 0.33 0.54 -0.43
H 2.271 1.057 -1.136 -0.37 -0.18 -0.16 0.29
H -0.149 -2.072 -0.752 -0.70 -1.19 -1.05 0.46
O 3.922 -2.520 -3.636 -0.45 -0.43 0.89 -0.62
H 3.745 -3.347 -3.150 0.16 0.51 -0.38 0.32
C 2.761 -1.611 1.092 0.11 -0.21 -0.41 -1.37
H 3.140 -2.238 1.911 -0.07 0.23 -0.21 0.46
H 3.022 -2.082 0.133 0.10 0.14 0.32 0.33
H 3.226 -0.618 1.152 -0.17 -0.26 -0.09 0.38
C 0.445 -3.047 1.991 -0.10 -0.32 -0.11 -1.24
H 0.277 -3.790 1.198 0.04 0.07 0.36 0.41
H 1.239 -3.409 2.662 -0.34 0.10 -0.17 0.40
H -0.486 -2.908 2.559 0.24 -0.10 -0.21 0.40
C -3.707 0.575 -0.985 -0.25 -0.31 -0.21 -1.16
H -4.382 1.212 -1.577 0.14 -0.22 0.21 0.39
H -3.892 -0.482 -1.223 -0.18 0.35 0.02 0.31
H -3.897 0.744 0.085 0.12 -0.05 -0.37 0.35
C -1.860 1.210 -3.160 -0.22 -0.10 -0.03 -1.21
H -2.114 0.255 -3.645 0.04 0.32 -0.02 0.37
H -2.555 1.995 -3.490 0.21 -0.24 -0.04 0.42
H -0.829 1.489 -3.420 -0.35 -0.07 0.08 0.31
O -2.988 -2.883 -1.613 2.39 1.11 0.30 -0.39
C -1.904 -2.436 -1.533 -1.63 -1.14 -0.61 0.72
N -0.770 -1.946 -1.597 -0.12 -1.44 0.48 -0.56

5.
44
Properties=species:S:1:pos:R:3:forces:R:3:mulliken_charge:R:1 method="wB97M-V/def2-TZVPD" relative_energy_kj_mol=0.00 charge=+1 homo_lumo_gap_ev=9.2948 max_force_ev_per_a=0.95
Pt -1.010 0.483 -0.060 0.62 -0.68 0.24 1.04
C 2.044 1.487 3.999 0.00 -0.02 0.02 -0.94
N 0.731 1.145 3.457 0.00 -0.01 -0.03 0.15
C -0.416 1.714 4.169 0.01 0.00 -0.01 -1.04
C 0.563 0.485 2.328 0.13 -0.09 0.03 1.26
O -0.595 0.214 1.916 -0.38 0.42 0.12 -0.88
C 1.821 -0.021 1.606 -0.05 -0.08 -0.03 -1.16
O 1.582 -0.571 0.335 0.01 0.04 0.01 -0.41
C 1.438 -1.963 0.199 -0.02 0.01 0.03 -0.73
C 0.036 -2.332 -0.294 0.17 0.03 0.42 0.95
O -0.933 -1.587 -0.033 -0.27 0.02 -0.72 -0.82
N -0.139 -3.498 -0.892 0.03 0.02 -0.03 0.15
C 0.948 -4.444 -1.140 -0.02 0.00 0.03 -1.02
C -1.451 -3.879 -1.417 0.01 -0.01 0.04 -1.05
H 1.958 1.554 5.081 0.00 0.01 0.00 0.31
H 2.378 2.452 3.615 0.00 0.00 0.00 0.32
H 2.786 0.728 3.772 0.00 0.00 0.00 0.36
H -0.390 1.380 5.205 -0.01 0.00 0.00 0.35
H -1.336 1.388 3.699 0.00 0.01 0.00 0.31
H -0.354 2.801 4.136 0.00 0.00 0.01 0.37
H 2.306 -0.754 2.259 0.02 0.03 0.02 0.54
H 2.512 0.809 1.463 -0.01 0.01 0.01 0.44
H 1.582 -2.483 1.153 0.02 -0.01 -0.01 0.38
H 2.201 -2.314 -0.496 -0.01 0.01 -0.02 0.47
H 1.669 -4.447 -0.327 0.00 0.00 0.00 0.41
H 1.452 -4.225 -2.082 0.01 -0.01 0.00 0.32
H 0.518 -5.440 -1.201 0.00 0.00 0.00 0.32
H -2.171 -3.099 -1.200 0.00 0.00 -0.01 0.33
H -1.770 -4.811 -0.952 -0.01 0.01 0.00 0.35
H -1.374 -4.025 -2.494 -0.01 -0.01 0.00 0.37
C -0.138 2.613 -3.432 -0.01 -0.04 -0.03 -1.72
C -1.185 2.189 -2.427 0.00 0.13 0.03 1.54
C -2.598 2.264 -2.964 -0.02 -0.10 0.02 -1.69
O -0.933 0.746 -2.099 -0.22 0.39 0.25 -0.74
C -1.092 3.053 -1.151 -0.23 -0.03 0.29 0.38
O -1.061 4.250 -1.256 0.09 0.02 -0.12 -0.59
O -1.138 2.433 0.014 0.18 -0.04 -0.27 -0.60
H -0.235 2.043 -4.356 -0.02 0.00 0.00 0.42
H 0.872 2.486 -3.031 0.00 0.03 0.01 0.48
H -0.273 3.671 -3.645 0.01 0.00 0.00 0.39
H -2.680 1.714 -3.900 0.01 0.00 -0.01 0.41
H -2.847 3.310 -3.133 -0.01 -0.01 -0.01 0.41
H -3.306 1.850 -2.245 0.00 0.02 0.01 0.36
H 0.026 0.630 -2.180 -0.02 -0.07 -0.26 0.48